67
Properties=species:S:1:pos:R:3:lowdin_charge:R:1 method="wB97M-V/def2-TZVPD" total_energy_ha=-2861.774823 smiles="CCNc1c(CCC(F)(F)C(F)(F)S(F)(F)(F)(F)F)ccc2c1C(=O)NC2=O.C[C@@H]1COC(=O)O1.C[C@@H]1COC(=O)O1"
C -3.4781 -0.2625 -0.4500 -0.07
C -2.8971 0.8747 -1.2963 -0.23
N -2.2638 0.4643 -2.5535 0.02
C -1.3558 -0.6157 -2.4513 -0.14
C -0.0370 -0.4467 -1.9676 -0.13
C 0.4497 0.9443 -1.6299 -0.11
C 1.5935 1.3880 -2.5682 -0.04
C 1.1467 2.1368 -3.8284 -0.48
F 2.0806 1.9508 -4.7847 0.12
F -0.0321 1.6504 -4.2489 0.13
C 1.0527 3.6550 -3.5081 -0.44
F 0.5463 3.8729 -2.2959 0.14
F 2.3150 4.1111 -3.4883 0.13
S 0.0756 4.7058 -4.7607 0.77
F -0.1832 5.8160 -3.6563 -0.13
F 1.3679 5.5028 -5.2166 -0.13
F 0.3532 3.6476 -5.9000 -0.12
F -1.2475 3.9647 -4.3285 -0.12
F -0.7689 5.5536 -5.7851 -0.11
C 0.8049 -1.5561 -1.8217 -0.01
C 0.4007 -2.8342 -2.2134 0.02
C -0.8755 -2.9727 -2.7257 -0.09
C -1.7511 -1.9082 -2.8329 -0.03
C -3.0328 -2.3918 -3.3950 -0.39
O -4.0604 -1.8109 -3.5758 0.12
N -2.8122 -3.7472 -3.7349 0.18
C -1.5717 -4.1864 -3.2434 -0.40
O -1.1683 -5.3083 -3.2810 0.13
H -4.0056 -0.9511 -1.1044 0.06
H -2.6982 -0.7793 0.1037 0.07
H -4.1828 0.1330 0.2790 0.07
H -3.6463 1.6337 -1.4963 0.11
H -2.1369 1.3643 -0.6853 0.10
H -2.9597 0.2599 -3.2558 0.11
H 0.8579 0.8996 -0.6268 0.10
H -0.3689 1.6475 -1.6204 0.09
H 2.1009 0.4916 -2.9149 0.13
H 2.3385 1.9782 -2.0411 0.13
H 1.8038 -1.3956 -1.4439 0.12
H 1.0567 -3.6889 -2.1423 0.12
H -3.6178 -4.3235 -3.5197 0.16
C 4.0917 -1.7618 4.0097 -0.01
C 2.8522 -2.1459 3.2450 -0.33
C 3.0876 -2.9570 1.9937 -0.08
O 1.9416 -2.6075 1.1965 0.06
C 1.5428 -1.3735 1.5802 -0.55
O 0.7294 -0.7185 1.0045 0.15
O 2.1895 -0.9851 2.6974 0.09
H 4.5463 -2.6410 4.4645 0.10
H 4.8213 -1.2848 3.3529 0.09
H 3.8465 -1.0498 4.7970 0.08
H 2.1418 -2.6449 3.9088 0.15
H 3.1174 -4.0288 2.1699 0.14
H 3.9889 -2.6521 1.4569 0.14
C -1.7103 1.8352 6.1310 -0.02
C -0.5100 1.0393 5.6879 -0.33
C -0.8151 -0.3222 5.1095 -0.08
O 0.3895 -1.0441 5.4026 0.05
C 0.9502 -0.4798 6.5003 -0.56
O 1.8639 -0.9450 7.1004 0.16
O 0.3262 0.6812 6.8072 0.09
H -2.3009 2.1450 5.2693 0.09
H -2.3413 1.2474 6.7991 0.09
H -1.3974 2.7234 6.6785 0.09
H 0.1008 1.6267 4.9968 0.16
H -0.9985 -0.3043 4.0375 0.14
H -1.6469 -0.8198 5.6133 0.14



52
Properties=species:S:1:pos:R:3:lowdin_charge:R:1 method="wB97M-V/def2-TZVPD" smiles="C[C@H]1COC(=O)O1.C[C@H]1COC(=O)O1.C[C@H]1COC(=O)O1.C[C@H]1COC(=O)O1" relative_energy_kcal_mol=313.79
C 0.5029 -0.0437 -3.8282 0.00
C 0.3737 0.7238 -2.4980 -0.30
C 0.8807 2.1658 -2.4361 -0.03
O -0.1615 2.8007 -1.6793 0.04
C -1.2476 1.9833 -1.4997 -0.42
O -2.2374 2.1836 -0.7667 0.09
O -1.0189 0.8184 -2.1714 0.04
H 1.5437 -0.0327 -4.1516 0.10
H 0.0384 0.4217 -4.6976 0.10
H 0.2122 -1.0609 -3.5656 0.06
H 0.8930 0.1200 -1.7538 0.08
H 0.9340 2.6316 -3.4201 0.14
H 1.8202 2.1112 -1.8862 0.14
C 1.8995 -0.9695 1.0652 0.01
C 0.8130 -1.6549 1.9813 -0.26
C 1.2372 -1.6882 3.4983 -0.03
O -0.0070 -1.3495 3.9920 0.13
C -0.5394 -0.5377 3.1673 -0.51
O -1.4916 0.2043 3.5249 0.08
O -0.0604 -0.6770 1.9413 0.01
H 2.1495 0.0103 1.4721 0.12
H 1.5369 -0.8322 0.0465 0.04
H 2.7646 -1.6327 1.0592 0.12
H 0.3872 -2.5611 1.5506 0.09
H 2.0972 -1.0989 3.8164 0.14
H 1.4532 -2.6830 3.8879 0.14
C -0.5789 3.9085 0.9713 -0.01
C -0.0365 2.5775 1.5111 -0.34
C -1.1113 1.5461 1.2415 -0.09
O -0.4078 0.4983 0.6124 -0.03
C 0.8613 0.9206 0.2463 -0.42
O 1.6422 0.4687 -0.5588 0.03
O 1.0319 2.2217 0.7919 0.12
H -0.3575 4.1791 -0.0611 0.08
H 0.1312 4.5445 1.5000 0.08
H -1.5850 4.1965 1.2762 0.10
H 0.1599 2.7105 2.5749 0.16
H -1.9668 1.9063 0.6703 0.08
H -1.7536 1.2572 2.0734 0.13
C -1.3699 -1.6493 -2.0558 -0.04
C -0.8636 -1.7677 -0.6862 -0.24
C -1.5245 -2.8646 0.1798 -0.05
O -0.4005 -3.5237 0.6658 0.04
C 0.7389 -3.1640 0.0137 -0.60
O 1.8276 -3.6013 0.3059 0.17
O 0.4961 -2.2130 -0.8574 0.10
H -2.3625 -1.2242 -2.2042 0.11
H -1.5893 -2.5216 -2.6714 0.11
H -0.7052 -1.0678 -2.6946 0.01
H -0.7342 -0.8682 -0.0843 0.12
H -2.2354 -3.4864 -0.3644 0.14
H -2.0796 -2.3363 0.9549 0.15



15
Properties=species:S:1:pos:R:3:lowdin_charge:R:1 method="wB97M-V/def2-TZVPD" relative_energy_kcal_mol=149.93
C -3.5032 0.2943 -0.1519 -0.53
N -4.5070 -0.4014 0.3046 0.06
C 0.4178 -0.1558 -0.0273 -0.06
C 1.5817 0.6545 0.1949 0.13
C 2.9647 0.2438 0.0357 -0.49
O 3.1621 -1.1014 -0.1375 0.10
O 3.8985 0.9939 -0.1085 0.15
O -2.2662 -0.0200 -0.1815 -0.12
H -3.7283 1.3214 -0.4771 0.10
H -4.0656 -1.2447 0.6922 0.03
H 0.8080 -1.1549 -0.2444 0.10
H -0.1145 0.2001 -0.9324 0.13
H -0.2779 -0.2091 0.8322 0.12
H 1.4989 1.7141 0.4389 0.14
H 4.1310 -1.1348 -0.2379 0.14



11
Properties=species:S:1:pos:R:3:lowdin_charge:R:1 method="wB97M-V/def2-TZVPD" relative_energy_kcal_mol=63.26 total_charge=-1
O -2.1178 -0.4524 1.6179 -0.14
H -1.7848 0.3637 2.0038 0.00
C -0.3735 -0.9885 -1.1800 -0.63
S -0.1302 0.7381 -0.9265 0.49
C 1.4722 0.9230 -0.0092 -0.46
H -0.8986 -1.1980 -2.0964 -0.12
H 0.0875 -1.7284 -0.5361 -0.09
H -1.5087 -0.6280 0.8703 -0.05
H 2.0828 0.1148 -0.4076 0.00
H 1.8601 1.8627 -0.3967 -0.01
H 1.3111 0.9928 1.0605 0.00